1.
{"formula": "C27H27ClN7O6S2Ti", "method": "wB97M-V/def2-TZVPD", "total_charge": 0, "homo_energy_ev": [-7.555, -7.867], "relative_energy_ev": 0.0000, "orbital_gap_ev": [6.47, 6.81], "lumo_ev": [-1.09, -1.05], "multiplicity": 2, "symbols": ["Ti", "Cl", "C", "C", "C", "C", "O", "C", "C", "N", "C", "C", "C", "C", "C", "C", "C", "C", "N", "C", "C", "H", "H", "H", "H", "H", "H", "H", "H", "H", "H", "C", "C", "N", "C", "C", "N", "C", "O", "O", "C", "O", "O", "H", "H", "H", "H", "H", "O", "S", "N", "C", "N", "C", "C", "S", "N", "C", "C", "H", "H", "H", "H", "H", "H", "H", "H", "H", "H", "H", "H"], "positions_angstrom": [[-0.80, 0.63, -0.37], [5.31, -1.40, -3.98], [3.91, -0.68, -3.25], [3.73, 0.71, -3.32], [2.63, 1.29, -2.74], [1.67, 0.52, -2.08], [0.62, 1.09, -1.55], [1.85, -0.88, -2.02], [0.97, -1.75, -1.29], [-0.09, -1.41, -0.64], [-0.83, -2.40, 0.06], [-0.43, -3.69, 0.31], [-1.28, -4.58, 1.01], [-2.51, -4.18, 1.46], [-2.93, -2.85, 1.24], [-4.16, -2.34, 1.71], [-4.48, -1.03, 1.50], [-3.56, -0.21, 0.83], [-2.42, -0.66, 0.36], [-2.09, -1.97, 0.55], [2.99, -1.46, -2.61], [4.47, 1.31, -3.82], [2.48, 2.36, -2.79], [1.25, -2.80, -1.33], [0.54, -4.05, 0.01], [-0.94, -5.59, 1.19], [-3.15, -4.86, 1.99], [-4.84, -3.00, 2.25], [-5.41, -0.61, 1.86], [-3.75, 0.84, 0.69], [3.14, -2.53, -2.55], [-2.25, -1.36, -3.53], [-2.67, 0.01, -3.16], [-2.19, 0.72, -2.15], [-2.86, 1.91, -2.15], [-3.75, 1.94, -3.18], [-3.61, 0.72, -3.80], [-4.72, 2.93, -3.71], [-4.77, 4.09, -3.08], [-5.39, 2.65, -4.67], [-2.59, 2.87, -1.04], [-3.10, 3.99, -1.06], [-1.85, 2.39, -0.11], [-1.21, -1.51, -3.24], [-2.34, -1.53, -4.61], [-2.86, -2.11, -3.02], [-4.14, 0.47, -4.62], [-4.13, 4.13, -2.31], [-1.74, -0.04, 3.29], [-0.41, 0.45, 2.92], [-0.09, 0.70, 1.50], [2.76, 2.58, 0.92], [3.11, 2.00, 2.21], [4.03, 2.83, 2.97], [3.24, 0.63, 2.28], [3.41, -0.33, 0.92], [3.22, 0.12, 3.54], [2.58, 0.80, 4.65], [3.55, -1.27, 3.80], [2.45, 3.62, 1.10], [1.93, 2.04, 0.49], [3.60, 2.57, 0.22], [4.93, 3.03, 2.38], [4.33, 2.34, 3.89], [3.56, 3.78, 3.21], [2.04, 1.68, 4.30], [3.30, 1.10, 5.42], [1.86, 0.12, 5.12], [4.22, -1.63, 3.03], [2.64, -1.89, 3.79], [4.02, -1.34, 4.78]], "mulliken_spin": [0.917, 0.000, -0.004, 0.009, -0.008, 0.001, 0.025, 0.019, 0.023, -0.058, 0.014, -0.009, 0.002, -0.004, -0.001, 0.004, 0.000, 0.007, -0.008, 0.032, 0.009, 0.000, 0.000, -0.001, 0.000, 0.000, 0.000, 0.000, 0.000, 0.000, 0.001, 0.004, -0.005, -0.019, 0.031, 0.004, 0.000, -0.001, 0.000, 0.000, -0.017, -0.001, -0.011, 0.000, 0.000, 0.000, 0.000, 0.000, 0.057, 0.089, -0.101, -0.009, 0.000, 0.000, 0.001, 0.000, -0.001, 0.000, 0.001, 0.000, 0.013, 0.000, 0.000, 0.000, 0.000, -0.001, 0.000, 0.001, 0.000, 0.000, 0.000]}


2.
{"formula": "C27H22BN10O2Ti", "method": "wB97M-V/def2-TZVPD", "total_charge": 0, "homo_energy_ev": [-6.890, -7.531], "orbital_gap_ev": [6.32, 7.01], "lumo_ev": [-0.57, -0.52], "multiplicity": 2, "symbols": ["Ti", "O", "C", "N", "C", "C", "C", "C", "C", "C", "N", "C", "O", "C", "C", "C", "C", "C", "N", "C", "C", "C", "C", "C", "N", "H", "H", "H", "H", "H", "H", "H", "H", "H", "H", "H", "H", "C", "C", "N", "N", "C", "B", "N", "C", "C", "C", "N", "N", "C", "C", "C", "N", "H", "H", "H", "H", "H", "H", "H", "H", "H", "H"], "positions_angstrom": [[0.23, -0.21, 0.09], [2.92, 0.89, -1.51], [2.52, 0.64, -0.39], [2.22, -0.59, 0.12], [2.58, -0.71, 1.47], [3.89, -0.58, 1.91], [4.19, -0.80, 3.25], [3.19, -1.13, 4.15], [1.87, -1.24, 3.74], [1.56, -1.01, 2.40], [0.33, -1.12, 1.78], [-0.51, -2.12, 2.12], [-0.70, -2.60, 3.24], [-1.09, -2.69, 0.88], [-1.72, -3.93, 0.92], [-1.97, -4.62, -0.25], [-1.56, -4.02, -1.44], [-0.97, -2.78, -1.41], [-0.71, -2.09, -0.28], [2.14, 1.70, 0.63], [2.90, 2.77, 1.05], [2.35, 3.67, 1.95], [1.05, 3.45, 2.39], [0.36, 2.34, 1.95], [0.89, 1.48, 1.08], [4.66, -0.35, 1.19], [5.21, -0.72, 3.59], [3.44, -1.31, 5.18], [1.09, -1.51, 4.43], [-1.97, -4.34, 1.89], [-2.42, -5.60, -0.25], [-1.69, -4.53, -2.38], [-0.67, -2.33, -2.35], [3.90, 2.90, 0.67], [2.90, 4.52, 2.29], [0.58, 4.13, 3.08], [-0.64, 2.12, 2.30], [-0.37, 4.73, -0.97], [0.67, 3.79, -1.02], [0.19, 2.57, -1.22], [-1.14, 2.69, -1.33], [-1.51, 3.98, -1.18], [-1.97, 1.50, -1.80], [-2.49, 0.72, -0.58], [-3.77, 0.40, -0.32], [-3.85, -0.09, 0.96], [-2.54, -0.04, 1.44], [-1.73, 0.44, 0.49], [-0.98, 0.61, -2.56], [-0.79, 0.55, -3.88], [0.34, -0.22, -4.12], [0.79, -0.57, -2.85], [-0.01, -0.05, -1.92], [-0.29, 5.78, -0.81], [1.73, 3.96, -0.94], [-2.54, 4.27, -1.24], [-2.88, 1.83, -2.49], [-4.53, 0.54, -1.06], [-4.72, -0.45, 1.48], [-2.18, -0.30, 2.42], [-1.43, 1.07, -4.56], [0.77, -0.48, -5.06], [1.64, -1.18, -2.57]], "mulliken_spin": [0.993, 0.042, 0.022, -0.061, 0.032, -0.003, 0.002, 0.000, 0.001, -0.005, -0.071, -0.001, 0.012, 0.020, -0.002, 0.001, 0.000, 0.005, 0.012, -0.014, 0.005, 0.000, 0.000, -0.006, -0.005, 0.000, 0.000, 0.000, 0.000, 0.000, 0.000, 0.000, 0.001, 0.000, 0.000, 0.000, -0.001, 0.000, -0.001, 0.006, -0.005, 0.001, -0.035, 0.021, 0.002, -0.003, -0.007, 0.019, 0.028, 0.009, 0.001, 0.029, -0.047, 0.000, 0.000, 0.000, 0.000, 0.000, 0.000, -0.001, 0.001, 0.001, 0.000]}


3.
{"formula": "C5H10BrNO", "method": "wB97M-V/def2-TZVPD", "total_charge": 0, "homo_energy_ev": -8.383, "relative_energy_ev": 1.7246, "orbital_gap_ev": 9.06, "lumo_ev": 0.68, "multiplicity": 1, "symbols": ["C", "C", "C", "C", "C", "N", "O", "Br", "H", "H", "H", "H", "H", "H", "H", "H", "H", "H"], "positions_angstrom": [[0.04, 0.57, 0.73], [0.01, -0.18, -2.10], [-2.18, -0.38, -0.89], [1.92, 0.72, 2.31], [-0.65, -0.58, -0.85], [1.16, 0.03, 1.23], [-0.49, 1.60, 0.89], [-0.09, -2.33, -0.23], [0.37, -1.12, -2.59], [-0.45, 0.49, -2.70], [0.95, 0.39, -2.08], [-2.76, -1.09, -1.55], [-2.51, 0.57, -1.26], [-2.67, -0.25, 0.08], [2.24, 1.63, 1.99], [1.24, 0.85, 3.20], [2.65, 0.06, 2.63], [1.22, -0.99, 1.19]], "lowdin_charge": [-0.416, -0.167, -0.146, -0.031, -0.737, -0.029, 0.111, 0.736, 0.077, 0.040, 0.085, 0.094, 0.063, 0.076, 0.053, 0.105, 0.060, 0.025]}


4.
{"formula": "C3H4N2O2", "method": "wB97M-V/def2-TZVPD", "total_charge": 0, "homo_energy_ev": -9.422, "relative_energy_ev": 4.3180, "smiles": "O=C1NN=C[C@@H]1O", "orbital_gap_ev": 9.48, "lumo_ev": 0.06, "multiplicity": 1, "symbols": ["O", "C", "N", "N", "C", "C", "O", "H", "H", "H", "H"], "positions_angstrom": [[0.54, -0.29, -2.00], [-0.09, -0.24, -0.94], [-1.49, -0.04, -0.67], [-1.54, 0.33, 0.60], [-0.30, 0.62, 1.23], [0.63, -0.25, 0.40], [2.04, -0.16, 0.15], [-2.34, 0.41, -1.14], [-0.14, 1.04, 2.27], [0.49, -1.24, 0.84], [2.21, -0.17, -0.75]], "lowdin_charge": [0.085, -0.339, 0.018, -0.020, 0.016, -0.288, 0.012, 0.196, 0.123, 0.163, 0.034]}